Entry 1:
Formula: C16H44InO18P4
Source: the Open Molecules 2025 dataset
Level of theory: ωB97M-V with the def2-TZVPD basis set

Each line ends with the Löwdin spin population.
Geometry (Å):
In (20.04, 21.85, -28.84)  0.16
C (15.74, 18.64, -27.31)  0.00
O (15.72, 18.74, -28.71)  0.00
P (17.04, 18.67, -29.67)  0.00
O (17.96, 19.80, -29.37)  0.03
O (17.70, 17.22, -29.57)  0.00
C (18.69, 16.86, -30.51)  0.00
O (16.40, 18.68, -31.16)  0.00
C (16.66, 19.81, -31.99)  0.00
H (16.68, 18.32, -26.86)  0.00
H (15.08, 17.84, -26.96)  0.00
H (15.51, 19.63, -26.91)  0.00
H (18.96, 17.63, -31.24)  0.00
H (18.52, 15.94, -31.06)  0.00
H (19.65, 16.70, -30.02)  0.00
H (17.16, 19.52, -32.92)  0.00
H (17.17, 20.58, -31.42)  0.00
H (15.68, 20.15, -32.33)  0.00
C (21.47, 24.76, -33.59)  0.00
O (21.99, 23.41, -33.51)  0.00
P (22.70, 22.79, -32.18)  0.00
O (21.81, 22.59, -31.00)  0.03
O (23.35, 21.45, -32.78)  0.00
C (24.42, 20.80, -32.04)  0.00
O (24.00, 23.76, -31.94)  0.00
C (25.07, 23.91, -32.88)  0.00
H (20.96, 24.98, -32.65)  0.00
H (20.67, 24.84, -34.33)  0.00
H (22.15, 25.59, -33.78)  0.00
H (24.19, 19.74, -31.89)  0.00
H (24.60, 21.27, -31.07)  0.00
H (25.33, 20.87, -32.64)  0.00
H (25.41, 24.94, -32.77)  0.00
H (24.76, 23.78, -33.92)  0.00
H (25.91, 23.27, -32.60)  0.00
C (22.71, 23.94, -24.71)  0.00
O (23.07, 22.60, -24.42)  0.00
P (22.67, 21.34, -25.33)  0.00
O (21.68, 21.64, -26.38)  0.05
O (24.17, 20.80, -25.80)  0.00
C (24.23, 19.54, -26.40)  0.00
O (22.19, 20.36, -24.14)  0.01
C (20.93, 20.56, -23.51)  0.00
H (23.66, 24.28, -25.14)  0.00
H (22.37, 24.52, -23.85)  0.00
H (22.00, 24.01, -25.53)  0.00
H (24.37, 19.68, -27.48)  0.00
H (23.40, 18.83, -26.33)  0.00
H (25.11, 19.05, -25.99)  0.00
H (21.08, 20.34, -22.45)  0.00
H (20.16, 19.84, -23.81)  0.00
H (20.57, 21.57, -23.66)  0.00
C (19.00, 24.26, -24.09)  0.00
O (19.75, 25.28, -24.76)  0.00
P (19.70, 25.53, -26.36)  0.00
O (19.81, 24.25, -27.12)  0.01
O (18.32, 26.41, -26.64)  0.00
C (17.03, 25.79, -26.44)  0.00
O (20.91, 26.59, -26.65)  0.00
C (21.45, 27.36, -25.63)  0.00
H (18.39, 23.72, -24.81)  0.00
H (18.29, 24.65, -23.37)  0.00
H (19.64, 23.57, -23.54)  0.00
H (16.41, 25.80, -27.33)  0.00
H (16.60, 26.37, -25.62)  0.00
H (17.03, 24.77, -26.06)  0.00
H (21.59, 28.38, -25.99)  0.00
H (22.39, 27.03, -25.19)  0.00
H (20.78, 27.44, -24.78)  0.00
O (22.48, 23.46, -28.39)  0.54
C (23.54, 24.04, -28.65)  0.04
O (23.61, 25.13, -29.49)  0.05
C (22.39, 25.67, -30.00)  0.00
C (22.71, 27.02, -30.62)  0.00
C (24.87, 23.61, -28.07)  0.05
H (21.64, 25.75, -29.21)  0.00
H (21.94, 24.99, -30.72)  0.00
H (23.33, 27.56, -29.90)  0.00
H (21.85, 27.65, -30.86)  0.00
H (23.30, 26.84, -31.51)  0.00
H (24.81, 22.66, -27.54)  0.00
H (25.24, 24.36, -27.37)  0.00
H (25.53, 23.41, -28.92)  0.01

LUMO (alpha / beta) in eV: -5.30 / -11.01
HOMO-LUMO gap (alpha / beta) in eV: 9.8 / 4.0
Spin multiplicity: 2
Total charge: +2
DFT total energy in Eh: -3545.6250

---

Entry 2:
Formula: C16H44N2O6
Source: the Open Molecules 2025 dataset
Level of theory: ωB97M-V with the def2-TZVPD basis set

Each line ends with the Löwdin charge.
Geometry (Å):
C (0.37, 1.72, -0.76)  -0.69
O (0.05, 2.47, -1.81)  -0.07
N (0.67, 0.47, -0.70)  0.17
N (0.71, 2.28, 0.33)  0.18
H (0.63, -0.11, -1.58)  0.10
H (1.24, 0.18, 0.08)  0.07
H (0.63, 3.31, 0.30)  0.16
H (1.17, 1.77, 1.06)  0.07
C (-1.92, 2.81, 3.99)  -0.05
C (-0.75, 2.43, 3.20)  -0.68
C (0.53, 3.07, 3.71)  -0.03
O (-0.60, 1.17, 3.12)  0.03
H (-2.06, 3.88, 3.90)  0.08
H (-2.05, 2.47, 5.05)  0.11
H (-2.71, 2.27, 3.44)  0.09
H (-1.03, 2.85, 2.24)  0.12
H (0.41, 4.17, 3.63)  0.10
H (1.38, 2.81, 3.11)  0.05
H (0.80, 2.79, 4.71)  0.08
H (-1.31, 0.88, 2.61)  0.06
C (-1.32, -2.18, 2.68)  -0.02
C (-0.76, -1.69, 1.35)  -0.67
C (-0.54, -2.83, 0.36)  -0.01
O (-1.38, -0.76, 0.89)  0.03
H (-2.12, -2.86, 2.69)  0.07
H (-1.40, -1.47, 3.47)  0.07
H (-0.51, -2.73, 3.10)  0.07
H (0.23, -1.30, 1.67)  0.13
H (0.26, -2.61, -0.45)  0.09
H (-1.38, -2.96, -0.26)  0.06
H (-0.20, -3.73, 0.79)  0.06
H (-0.93, -0.34, 0.16)  0.07
C (-2.52, -0.30, -2.29)  -0.03
C (-3.65, -1.18, -1.75)  -0.63
C (-4.94, -0.39, -2.10)  -0.05
O (-3.80, -2.33, -2.20)  0.06
H (-2.48, 0.70, -1.75)  0.11
H (-2.49, -0.14, -3.35)  0.08
H (-1.57, -0.79, -1.99)  0.05
H (-3.57, -1.29, -0.71)  0.12
H (-5.09, -0.30, -3.19)  0.09
H (-4.96, 0.66, -1.80)  0.08
H (-5.84, -0.83, -1.75)  0.05
H (-4.30, -2.71, -1.53)  0.09
C (3.38, -1.18, 0.55)  -0.02
C (3.45, 0.06, 1.43)  -0.60
C (3.97, 1.28, 0.60)  0.00
O (2.35, 0.41, 1.88)  -0.02
H (4.31, -1.34, 0.00)  0.09
H (2.56, -1.27, -0.17)  0.06
H (3.42, -1.94, 1.27)  0.06
H (4.08, -0.18, 2.27)  0.14
H (3.97, 2.18, 1.13)  0.05
H (3.22, 1.49, -0.12)  0.05
H (4.92, 1.23, 0.07)  0.09
H (2.28, 0.05, 2.77)  0.15
C (0.62, -0.35, -4.38)  -0.03
C (1.44, -1.38, -3.59)  -0.57
C (2.69, -0.67, -2.98)  -0.02
O (0.73, -1.71, -2.62)  -0.05
H (-0.24, -0.82, -4.87)  0.09
H (1.03, -0.02, -5.27)  0.06
H (0.21, 0.36, -3.78)  0.05
H (1.77, -2.18, -4.27)  0.15
H (3.57, -1.31, -2.88)  0.08
H (2.61, -0.11, -2.03)  0.06
H (2.87, 0.07, -3.76)  0.08
H (-0.11, -2.02, -2.95)  0.11

LUMO in eV: 0.41
ΔE to the lowest compared entry with this formula, charge and spin in eV: 6.808
SMILES string: NC(N)=O.CC(C)O.CC(C)O.CC(C)O.CC(C)O.CC(C)O
HOMO-LUMO gap in eV: 9.6
DFT total energy in Eh: -1196.7257

---

Entry 3:
Formula: C16H45F3KO23P5S
Source: the Open Molecules 2025 dataset
Level of theory: ωB97M-V with the def2-TZVPD basis set

Each line ends with the Löwdin charge.
Geometry (Å):
K (-0.71, -3.56, 17.22)  0.79
C (-0.88, 0.33, 20.08)  -0.68
F (-0.64, 1.47, 20.70)  0.15
F (-0.41, -0.65, 20.83)  0.11
F (-2.20, 0.20, 20.00)  0.13
S (-0.05, 0.24, 18.39)  0.50
O (0.05, -1.19, 18.14)  -0.43
O (-0.96, 0.96, 17.50)  -0.33
O (1.26, 0.84, 18.58)  -0.31
C (4.99, -5.05, 18.35)  -0.09
O (3.94, -5.49, 19.19)  -0.21
P (2.65, -4.58, 19.48)  0.42
O (1.71, -4.44, 18.36)  -0.27
O (3.36, -3.21, 19.91)  -0.23
C (2.60, -2.02, 20.07)  -0.09
O (2.11, -5.18, 20.86)  -0.22
C (2.95, -5.12, 22.01)  -0.08
H (5.13, -5.76, 17.53)  0.09
H (5.93, -5.09, 18.90)  0.09
H (4.80, -4.08, 17.90)  0.09
H (1.60, -2.06, 19.63)  0.05
H (3.15, -1.18, 19.65)  0.10
H (2.48, -1.76, 21.13)  0.09
H (3.78, -5.82, 21.89)  0.09
H (2.39, -5.44, 22.88)  0.09
H (3.27, -4.10, 22.21)  0.09
C (-4.59, -5.34, 16.90)  -0.08
O (-4.29, -6.57, 16.26)  -0.19
P (-2.82, -6.97, 15.81)  0.41
O (-1.78, -6.03, 16.28)  -0.27
O (-2.88, -7.24, 14.24)  -0.20
C (-3.72, -8.25, 13.72)  -0.11
O (-2.64, -8.45, 16.37)  -0.22
C (-1.40, -9.14, 16.21)  -0.08
H (-5.20, -5.55, 17.79)  0.09
H (-5.13, -4.69, 16.22)  0.09
H (-3.71, -4.82, 17.26)  0.05
H (-4.19, -7.89, 12.80)  0.09
H (-4.54, -8.56, 14.38)  0.09
H (-3.17, -9.17, 13.51)  0.09
H (-0.61, -8.43, 15.92)  0.09
H (-1.49, -9.87, 15.41)  0.09
H (-1.08, -9.57, 17.16)  0.08
C (-0.77, -3.68, 21.80)  -0.08
O (-2.12, -4.09, 21.86)  -0.18
P (-3.01, -4.38, 20.58)  0.38
O (-2.28, -4.27, 19.32)  -0.28
O (-3.62, -5.82, 20.90)  -0.21
C (-4.39, -6.04, 22.07)  -0.10
O (-4.26, -3.43, 20.70)  -0.20
C (-4.64, -2.48, 19.71)  -0.07
H (-0.54, -2.92, 22.56)  0.10
H (-0.52, -3.16, 20.87)  0.07
H (-0.12, -4.54, 21.94)  0.08
H (-3.75, -6.35, 22.90)  0.09
H (-5.17, -6.77, 21.85)  0.09
H (-4.91, -5.13, 22.39)  0.09
H (-5.70, -2.62, 19.48)  0.09
H (-4.03, -2.48, 18.81)  0.07
H (-4.57, -1.49, 20.17)  0.09
C (-1.90, -9.06, 22.12)  -0.09
O (-0.98, -9.48, 21.11)  -0.22
P (0.35, -8.64, 20.81)  0.35
O (1.24, -9.35, 19.89)  -0.22
O (-0.14, -7.22, 20.36)  -0.20
C (-0.80, -7.07, 19.10)  -0.07
O (0.96, -8.35, 22.25)  -0.22
C (1.66, -9.39, 22.93)  -0.10
H (-2.88, -8.97, 21.65)  0.09
H (-1.62, -8.10, 22.57)  0.08
H (-1.92, -9.82, 22.90)  0.09
H (-1.87, -6.97, 19.27)  0.08
H (-0.63, -7.92, 18.45)  0.06
H (-0.47, -6.14, 18.63)  0.06
H (1.41, -9.33, 23.99)  0.09
H (2.74, -9.39, 22.82)  0.09
H (1.27, -10.36, 22.62)  0.09
C (-5.90, -1.83, 13.57)  -0.06
O (-4.94, -2.38, 14.51)  -0.22
P (-3.87, -1.45, 15.23)  0.40
O (-3.05, -2.19, 16.19)  -0.26
O (-4.74, -0.22, 15.80)  -0.20
C (-4.23, 0.50, 16.92)  -0.10
O (-3.06, -0.75, 14.03)  -0.22
C (-1.86, -0.03, 14.36)  -0.07
H (-5.62, -0.79, 13.39)  0.08
H (-6.88, -1.94, 14.02)  0.09
H (-5.88, -2.41, 12.65)  0.09
H (-4.90, 0.46, 17.77)  0.09
H (-4.03, 1.55, 16.66)  0.10
H (-3.23, 0.18, 17.25)  0.05
H (-0.99, -0.67, 14.16)  0.09
H (-1.77, 0.39, 15.36)  0.06
H (-1.82, 0.78, 13.63)  0.09

LUMO in eV: 0.36
ΔE to the lowest compared entry with this formula, charge and spin in eV: 0.000
HOMO-LUMO gap in eV: 9.5
DFT total energy in Eh: -5372.2438

---

Entry 4:
Formula: C16H45IN4O5
Source: the Open Molecules 2025 dataset
Level of theory: ωB97M-V with the def2-TZVPD basis set

Each line ends with the Löwdin charge.
Geometry (Å):
I (-2.06, -1.20, -0.43)  -0.93
O (-4.28, -1.47, -4.94)  -0.77
H (-3.86, -1.35, -4.06)  -0.23
C (-5.45, 3.66, -1.32)  -0.05
C (-4.04, 3.97, -2.00)  -0.41
C (-3.08, 4.36, -0.95)  -0.25
O (-1.83, 4.71, -1.56)  -0.20
C (-0.83, 4.95, -0.58)  -0.12
N (-3.53, 2.85, -2.85)  0.08
H (-5.36, 2.69, -0.81)  0.07
H (-6.21, 3.39, -2.06)  0.07
H (-5.82, 4.44, -0.66)  0.06
H (-4.18, 4.86, -2.60)  0.12
H (-2.95, 3.63, -0.15)  0.14
H (-3.38, 5.35, -0.60)  0.12
H (-0.05, 5.45, -1.15)  0.08
H (-0.48, 4.15, 0.08)  0.09
H (-1.15, 5.80, 0.02)  0.07
H (-2.54, 3.00, -3.03)  0.06
H (-3.42, 2.07, -2.21)  0.06
C (0.61, 2.23, 6.24)  -0.08
C (0.84, 2.15, 4.76)  -0.42
C (2.12, 2.80, 4.19)  -0.14
O (1.98, 4.25, 4.13)  -0.22
C (3.16, 4.95, 3.82)  -0.14
N (0.63, 0.74, 4.31)  0.03
H (0.74, 3.28, 6.52)  0.07
H (1.27, 1.60, 6.83)  0.08
H (-0.40, 2.02, 6.58)  0.08
H (0.00, 2.62, 4.26)  0.13
H (2.45, 2.43, 3.22)  0.12
H (2.91, 2.79, 4.94)  0.11
H (2.72, 5.94, 3.68)  0.08
H (3.69, 4.70, 2.90)  0.08
H (3.86, 5.06, 4.64)  0.08
H (0.13, 0.76, 3.43)  0.07
H (0.07, 0.16, 4.93)  0.06
C (-2.09, -6.08, 2.63)  -0.06
C (-0.59, -6.36, 2.35)  -0.41
C (-0.32, -6.92, 0.92)  -0.23
O (-0.45, -8.30, 0.93)  -0.17
C (0.00, -8.89, -0.25)  -0.13
N (0.00, -5.05, 2.63)  0.02
H (-2.31, -5.58, 3.57)  0.07
H (-2.62, -7.03, 2.60)  0.07
H (-2.39, -5.43, 1.80)  0.08
H (-0.13, -7.02, 3.08)  0.13
H (0.70, -6.62, 0.67)  0.11
H (-0.86, -6.39, 0.13)  0.13
H (1.08, -8.81, -0.36)  0.08
H (-0.39, -8.58, -1.22)  0.09
H (-0.25, -9.94, -0.13)  0.08
H (1.00, -5.11, 2.52)  0.06
H (-0.42, -4.32, 2.06)  0.07
C (2.91, 1.80, -4.59)  -0.07
C (2.08, 0.54, -4.27)  -0.46
C (2.86, -0.34, -3.34)  -0.20
O (4.08, -0.83, -3.87)  -0.21
C (4.05, -1.74, -4.95)  -0.11
N (0.89, 1.10, -3.75)  0.06
H (2.54, 2.54, -5.31)  0.08
H (3.87, 1.53, -5.03)  0.06
H (3.25, 2.27, -3.67)  0.08
H (1.79, -0.02, -5.16)  0.13
H (2.33, -1.18, -2.90)  0.13
H (3.22, 0.19, -2.45)  0.13
H (3.57, -1.20, -5.77)  0.07
H (3.47, -2.62, -4.68)  0.09
H (5.02, -1.94, -5.41)  0.08
H (1.17, 1.98, -3.34)  0.06
H (0.63, 0.56, -2.94)  0.07

LUMO in eV: 3.63
ΔE to the lowest compared entry with this formula, charge and spin in eV: 2.667
HOMO-LUMO gap in eV: 2.9
Total charge: -2
DFT total energy in Eh: -1529.3332